Record 1
Molecular formula: C6H10O
Method: DFT, ωB97M-V with the def2-TZVPD basis set

The geometry in XYZ format:
```
17
C6H10O | the Open Molecules 2025 dataset | ωB97M-V with the def2-TZVPD basis set
O -0.45908 0.12081 0.88094
C 0.30146 -0.78338 0.20875
C -2.46233 -1.10755 -0.09271
C -1.86320 0.02465 0.64354
C 1.60455 -0.69364 -0.04479
C 2.58756 0.34621 0.39678
C -2.43021 0.03156 -0.72264
H 0.23366 2.55856 -0.92460
H 3.37273 -0.13664 0.99184
H 2.12426 1.12321 1.00923
H -2.67194 -2.16744 -0.10865
H -0.23783 -1.66662 -0.12367
H -2.36106 0.50868 1.48247
H -0.21294 1.96549 -0.90205
H 3.08737 0.82383 -0.45544
H 2.00363 -1.53378 -0.60803
H -2.61662 0.58607 -1.63094
```

## Properties
* total charge: 0
* ΔE to the lowest compared entry with this formula, charge and spin: 4.0644 eV
* Kohn-Sham gap: 9.490 eV
* molar mass: 98.14 g/mol
* E_HOMO: -8.33 eV

=====

Record 2
Molecular formula: C6H10O
Method: DFT, ωB97M-V with the def2-TZVPD basis set

The geometry in XYZ format:
```
17
C6H10O | the Open Molecules 2025 dataset | ωB97M-V with the def2-TZVPD basis set
O -0.79144 1.16855 0.88761
C 0.58078 1.01553 0.65269
C -1.23450 -0.44647 -1.05985
C 2.50331 -0.38692 0.14766
C -2.08475 -0.83929 0.12178
C 1.13660 -0.34105 0.71973
C -1.65373 0.58204 -0.05037
H -1.56144 -1.37821 0.90641
H -0.21503 -0.82119 -1.05898
H -2.40266 1.29861 -0.38181
H 1.08884 1.44649 1.54242
H 0.91547 1.62909 -0.20718
H 2.36788 -1.00364 -0.75735
H -1.68281 -0.39150 -2.04819
H 2.98268 0.55883 -0.15794
H 3.17619 -0.98163 0.77445
H -3.12538 -1.10924 -0.03109
```

## Properties
* total charge: 0
* ΔE to the lowest compared entry with this formula, charge and spin: 4.6428 eV
* Kohn-Sham gap: 8.747 eV
* molar mass: 98.14 g/mol
* E_HOMO: -8.56 eV

=====

Record 3
Molecular formula: C6H10O
Method: DFT, ωB97M-V with the def2-TZVPD basis set

The geometry in XYZ format:
```
17
C6H10O | the Open Molecules 2025 dataset | ωB97M-V with the def2-TZVPD basis set
O -0.10175 -0.94282 1.59337
C -2.15418 -0.50054 -1.06628
C 1.17828 -0.45719 -0.34511
C -0.04586 -0.16433 0.47720
C -0.71420 1.04399 0.43246
C -1.68301 1.71640 0.03452
C 2.47044 -0.00258 0.34613
H -0.82687 -0.63334 2.15440
H 1.07555 0.03352 -1.31731
H -2.40641 -0.47535 -0.02709
H -2.76507 -1.14520 -1.70389
H 2.58693 -0.49325 1.31715
H -1.40892 0.09286 -1.55274
H -2.22770 2.63578 -0.06331
H 2.46469 1.08057 0.50776
H 3.34255 -0.25077 -0.26839
H 1.21553 -1.53776 -0.51887
```

## Properties
* total charge: 0
* ΔE to the lowest compared entry with this formula, charge and spin: 5.2979 eV
* Kohn-Sham gap (alpha / beta): 8.311 / 7.963 eV
* molar mass: 98.14 g/mol
* E_HOMO (alpha / beta): -8.13 / -7.47 eV